ORCA calculation (ωB97M-V/def2-TZVPD) on a 12-piece molecular cluster, C39H81N9O15 overall.

Geometry as XYZ:
```
144
Properties=species:S:1:pos:R:3:forces:R:3:lowdin_charge:R:1
C -1.364899 -3.877628 -2.933154 -1.07 -1.84 0.43 -0.03
O -0.585387 -4.774017 -2.077762 -0.97 1.05 -1.09 -0.02
C 0.682814 -4.817436 -2.426308 0.03 0.53 -0.02 -0.60
O 1.173282 -4.236960 -3.383891 -0.13 -0.83 1.15 0.10
O 1.253624 -5.573041 -1.488535 1.51 0.34 -1.19 0.03
C 2.680425 -5.592352 -1.652584 0.09 -2.25 0.55 -0.03
H -2.406280 -4.100169 -2.571839 0.93 0.53 -0.84 0.11
H -1.191978 -4.148533 -3.992363 -0.34 0.09 0.69 0.09
H -1.099624 -2.852779 -2.771254 0.22 0.56 0.22 0.07
H 3.063770 -6.486114 -1.170366 -0.33 -0.13 0.44 0.10
H 3.161470 -4.773015 -1.231991 0.41 1.67 0.82 0.03
H 3.026273 -5.702010 -2.648255 -0.29 0.19 -1.27 0.09
C -1.875809 -4.407692 0.741817 -0.63 -2.03 -0.82 0.00
O -0.670307 -5.124149 1.110301 -0.66 0.97 0.30 0.02
C 0.417961 -4.356308 1.056946 -0.95 0.98 -2.45 -0.65
O 0.527196 -3.217680 0.611042 -0.57 -0.87 1.18 0.09
O 1.407762 -5.114294 1.366750 2.07 -1.08 1.29 0.01
C 2.500968 -4.473716 2.009469 0.84 1.94 -0.03 -0.02
H -1.681697 -3.382903 0.931700 -0.39 0.98 -0.06 0.04
H -2.730888 -4.824358 1.344492 1.02 0.45 -0.48 0.11
H -2.038759 -4.653475 -0.344180 -0.07 0.59 1.18 0.09
H 2.122878 -3.788898 2.800803 0.17 -0.56 -0.39 0.08
H 3.159328 -3.806088 1.353400 -1.01 -1.21 0.40 0.11
H 3.077320 -5.257953 2.467874 0.27 -0.21 0.02 0.09
C 2.212397 6.098919 2.368700 1.53 0.32 1.35 0.01
O 2.627377 5.736149 3.746081 -0.57 0.21 -2.05 0.00
C 1.999764 4.691357 4.263156 1.94 1.00 1.96 -0.65
O 1.012351 4.131661 3.913325 -0.93 -0.57 -0.60 0.12
O 2.718244 4.461772 5.396228 -1.33 -1.28 1.28 -0.03
C 2.025220 3.577606 6.388633 0.76 0.19 -1.02 0.00
H 2.818050 6.997385 2.187723 -0.62 -0.08 -0.01 0.10
H 1.153869 6.254316 2.366413 -0.52 0.19 -0.23 0.08
H 2.557094 5.338541 1.689964 -0.23 -0.41 -0.13 0.05
H 2.679617 3.479126 7.290440 -0.57 0.28 -1.01 0.11
H 1.858230 2.614600 5.901327 0.13 -0.02 0.34 0.07
H 1.033836 3.976521 6.617741 0.29 0.20 0.13 0.07
C -2.686434 3.798477 5.506769 1.30 -3.46 -1.42 0.00
N -2.439098 2.425310 6.164569 -0.69 1.31 0.22 -0.16
C -1.823111 2.422346 7.477353 0.10 -0.10 0.83 -0.07
C -3.003294 1.289555 5.679643 1.18 -0.03 0.03 -0.34
O -2.977035 0.165556 6.176498 -0.23 0.99 -0.13 -0.02
H -1.766455 3.954816 4.942862 0.11 0.65 0.19 0.07
H -2.913771 4.618509 6.136121 -0.31 0.34 1.02 0.07
H -3.435330 3.641169 4.729341 -0.28 0.18 0.30 0.07
H -0.934576 3.091488 7.535897 -0.58 -0.48 -0.35 0.08
H -2.573519 2.820233 8.196400 0.54 -0.41 -0.06 0.09
H -1.497890 1.382194 7.743151 -0.41 1.05 -0.27 0.09
H -3.325403 1.470574 4.658643 -0.73 -0.09 -0.47 0.12
C 0.187661 -2.286208 4.248216 0.66 -0.94 1.05 -0.03
N -0.042207 -1.542079 5.510543 1.47 0.10 -1.50 -0.16
C -0.919162 -2.068269 6.528064 -0.35 0.06 -0.52 -0.05
C 0.696993 -0.436782 5.751581 0.15 1.44 2.25 -0.31
O 0.590376 0.345668 6.717006 -0.47 -1.38 -0.99 -0.03
H -0.691465 -2.294298 3.634236 -0.68 -0.06 -0.25 0.06
H 0.472132 -3.349466 4.511185 -0.33 1.00 -0.35 0.10
H 0.981776 -1.878645 3.593595 -0.26 0.16 0.78 0.08
H -0.715185 -1.473175 7.396302 -0.31 0.20 0.56 0.08
H -1.948363 -1.979929 6.209731 -0.34 0.32 0.16 0.06
H -0.766431 -3.118970 6.741991 0.59 -0.30 -0.10 0.09
H 1.559908 -0.201443 5.133617 -0.12 -0.54 -1.13 0.13
C -3.744991 0.993132 -2.990750 0.28 -0.44 1.29 -0.05
N -3.608785 1.692668 -4.240561 -0.43 -0.54 -0.52 -0.18
C -4.411980 1.305090 -5.417987 0.34 -0.49 1.34 -0.04
C -2.573886 2.529843 -4.416591 -0.58 0.21 -0.19 -0.37
O -1.752045 2.819169 -3.584605 0.75 0.29 0.54 0.00
H -3.014736 1.418421 -2.217750 -1.21 -0.47 -1.23 0.09
H -3.536643 -0.097205 -3.087795 -0.04 0.64 -0.12 0.08
H -4.792501 1.089814 -2.656464 0.43 0.01 0.15 0.09
H -5.455463 1.621603 -5.374794 0.03 -0.08 0.32 0.09
H -3.941542 1.826945 -6.207048 0.23 0.34 -1.26 0.06
H -4.340141 0.218302 -5.590454 -0.10 0.39 0.09 0.08
H -2.611786 2.991963 -5.406675 0.29 0.15 -0.36 0.13
C 3.334092 -0.192035 1.231625 3.15 -2.54 -1.17 -0.09
N 3.659397 1.152876 0.853137 -1.05 1.10 1.18 -0.19
C 4.077573 1.494902 -0.494532 -0.43 0.58 -0.17 -0.05
C 3.230886 2.150357 1.701019 -0.31 0.03 -1.79 -0.30
O 3.319068 3.338938 1.420943 0.07 -0.57 0.67 0.00
H 2.436259 -0.389676 1.782407 -0.64 0.42 0.19 0.06
H 4.223505 -0.624100 1.808859 -1.22 0.42 -0.29 0.11
H 3.380124 -0.863069 0.314723 -0.52 0.89 0.93 0.08
H 4.923134 0.910135 -0.820100 0.16 -0.51 -0.04 0.09
H 3.227819 1.368002 -1.230242 0.85 0.16 0.75 0.10
H 4.439180 2.541026 -0.478215 -0.50 -0.67 -0.04 0.08
H 2.646282 1.754791 2.559185 0.52 0.26 0.07 0.14
C 1.044831 4.339969 -2.393376 -0.87 0.66 0.00 -0.08
N 2.060217 3.520552 -2.968438 0.89 -1.00 -2.24 -0.16
C 1.675371 2.939863 -4.313649 -0.16 0.40 2.52 -0.01
C 3.371463 3.468542 -2.596214 -1.84 0.55 -0.03 -0.38
O 4.256005 2.849571 -3.137029 0.41 -0.30 -0.55 0.01
H 0.851177 5.275418 -2.982951 0.18 -0.74 0.22 0.10
H 1.318283 4.668432 -1.395550 0.00 -0.19 0.27 0.08
H 0.109616 3.744787 -2.392431 0.40 0.54 0.27 0.07
H 1.209108 1.976723 -4.131290 -0.01 -0.16 -0.30 0.04
H 0.951788 3.617052 -4.721923 -0.37 0.26 -0.46 0.07
H 2.555306 2.886772 -4.894226 0.86 -0.25 -0.76 0.07
H 3.495147 4.043518 -1.694014 0.42 0.47 0.78 0.12
C -5.334033 -0.967346 1.139764 1.49 0.58 -0.73 -0.05
N -4.770904 -1.620939 2.327932 -0.44 0.04 1.10 -0.18
C -5.821762 -2.030387 3.257250 -1.50 0.03 0.69 -0.09
C -3.433913 -1.765483 2.615490 -1.10 1.02 -3.65 -0.29
O -2.567372 -1.411956 1.818597 -0.12 0.00 0.92 -0.02
H -5.826545 -0.022001 1.450188 -0.13 -0.72 -0.25 0.09
H -5.992873 -1.661338 0.570596 0.20 0.55 0.64 0.10
H -4.510264 -0.651961 0.434875 -0.69 -0.52 0.89 0.09
H -6.591828 -1.203957 3.519267 1.47 -1.05 -0.64 0.11
H -6.386221 -2.858509 2.816060 -0.22 0.25 -0.32 0.08
H -5.545758 -2.484836 4.222608 0.83 0.61 -0.37 0.09
H -3.238423 -2.350864 3.461656 0.27 -0.65 1.80 0.11
C -0.132777 0.218816 -7.003821 -0.11 -0.99 0.46 -0.09
C -1.380745 -0.325756 -6.319373 2.41 -0.74 1.87 -0.26
C -1.197013 -1.832845 -5.957411 0.04 -0.03 -0.80 -0.17
C -2.428842 -2.244192 -5.301301 -1.00 0.29 0.56 -0.25
N -3.432985 -2.321213 -4.733206 0.67 -0.26 -0.46 0.17
H 0.733953 0.030214 -6.347050 -0.17 0.69 -0.29 0.07
H -0.309057 1.264258 -7.281983 0.54 -0.27 0.00 0.08
H -0.001006 -0.441062 -7.874212 0.24 0.62 -0.15 0.08
H -2.110890 -0.327109 -7.034924 -2.43 0.34 -1.50 0.07
H -1.648394 0.219476 -5.410330 -0.03 0.02 -0.25 0.08
H -0.359051 -2.075719 -5.288330 -0.07 0.33 -0.23 0.11
H -1.068177 -2.383474 -6.920648 -0.02 0.14 0.81 0.13
C 4.741237 -0.888933 -5.078855 1.55 -1.02 1.37 -0.11
C 3.792690 -0.380426 -4.050928 0.35 0.97 0.37 -0.27
C 3.022314 -1.497277 -3.328697 -0.08 3.67 1.47 -0.17
C 3.768072 -2.156535 -2.274469 0.50 -1.37 1.85 -0.18
N 4.266314 -2.691786 -1.362218 -0.76 1.22 -1.85 0.16
H 5.643812 -1.266624 -4.503238 -1.07 -0.64 -0.94 0.11
H 5.209836 -0.141420 -5.648595 0.17 1.42 -0.91 0.05
H 4.243084 -1.567137 -5.756807 0.31 -0.64 -0.09 0.08
H 3.093908 0.302353 -4.521754 -0.51 -0.04 0.00 0.09
H 4.353876 0.272325 -3.363479 -0.35 -0.31 0.07 0.10
H 2.614915 -2.105742 -4.042977 -0.83 -2.21 -1.51 0.07
H 2.140577 -0.926765 -2.915275 0.89 -1.06 0.17 0.09
C -0.946940 1.917686 -0.087833 -0.85 0.34 1.03 -0.10
C 0.169459 0.971995 0.209922 2.28 0.09 0.33 -0.24
C 0.089791 -0.368862 -0.543336 -0.47 0.33 0.28 -0.15
C 0.083140 -0.120802 -1.980308 -0.64 -0.13 -0.97 -0.19
N 0.042257 0.071419 -3.120605 0.06 -0.19 0.82 0.21
H -0.874730 2.901484 0.428524 0.17 -0.70 -0.44 0.10
H -1.887394 1.466408 0.211238 -0.31 -0.12 0.46 0.07
H -1.090217 2.041684 -1.130505 0.26 0.56 -1.22 0.02
H 0.254534 0.752063 1.281019 -0.28 -0.02 -0.10 0.11
H 1.167337 1.452239 -0.028715 -1.00 -0.41 0.03 0.11
H -0.793078 -0.937222 -0.210796 -0.01 0.25 -0.41 0.12
H 0.903349 -1.048052 -0.334411 0.47 -0.01 0.20 0.08
```
Positions in Å, forces in eV/Å.

Summary:
calculated total energy: -3155.94082 Eh
HOMO level: -8.946 eV
SMILES: COC(=O)OC.COC(=O)OC.COC(=O)OC.CN(C)C=O.CN(C)C=O.CN(C)C=O.CN(C)C=O.CN(C)C=O.CN(C)C=O.CCCC#N.CCCC#N.CCCC#N
LUMO: 0.41 eV
net charge: 0
HOMO-LUMO gap: 9.354 eV